Entry 1:
A molecular structure, C9H18F3O7Y in a non-equilibrium geometry, computed with ωB97M-V/def2-TZVPD.

XYZ file:
```
38
C9H18F3O7Y ωB97M-V/def2-TZVPD
Y -0.319 0.735 -1.001
O -2.428 1.717 -0.126
C -3.452 1.650 -1.181
C -2.964 1.218 -2.622
O -1.721 0.550 -2.893
H -3.846 2.636 -1.427
H -4.302 1.046 -0.864
H -3.085 2.017 -3.354
H -3.612 0.467 -3.074
O 0.765 2.574 -1.979
C 1.789 2.051 -2.829
C 2.424 0.584 -2.555
O 1.601 -0.420 -1.911
H 2.562 2.815 -2.744
H 1.424 2.114 -3.854
H 3.260 0.708 -1.866
H 2.977 0.199 -3.413
C 1.147 0.660 1.899
O 0.820 -0.572 1.318
O 0.359 1.670 1.188
C 1.089 0.604 3.481
F 2.270 0.201 3.979
F 0.946 1.833 3.989
F 0.125 -0.101 3.994
C 1.789 -1.706 1.359
C 1.323 -2.820 2.326
H 0.244 -2.840 2.479
H 1.796 -3.766 2.061
H 1.709 -2.558 3.311
H 2.857 -1.573 1.534
H 1.650 -2.167 0.381
H 2.175 0.810 1.567
C -1.949 -1.676 0.793
O -1.328 -1.427 -0.432
H -1.744 -2.602 1.330
H -1.700 -0.926 1.543
H -3.023 -1.591 0.624
H -1.628 -2.116 -1.030
```

Summary:
* frontier orbital gap: 5.617 eV
* lowest unoccupied orbital energy: 4.932 eV
* energy above the lowest of the compared OMol25 structures with the same formula, charge and spin: 223.3 kJ/mol
* total charge: -2

Löwdin population analysis, charges in e, atoms 1 to 2:
1 Y 1.621
2 O -0.440

Entry 2:
A gas-phase ion, C9H18FN2 (charge +1) in a non-equilibrium geometry, computed with ωB97M-V/def2-TZVPD.

XYZ file:
```
30
C9H18FN2 ωB97M-V/def2-TZVPD
C 1.325 -1.629 -0.475
C -0.700 -1.091 0.456
C -1.389 0.325 0.208
C 2.747 0.233 1.599
C 1.991 -2.011 2.575
C -1.033 1.916 -3.124
C -3.109 1.770 -1.701
C 1.543 -0.666 1.751
C -1.649 1.464 -1.893
N 0.739 -1.128 0.593
N -0.982 0.811 -1.069
F 2.648 -1.598 -0.596
H -1.171 -1.325 1.381
H -1.110 -1.692 -0.325
H -2.446 -0.028 0.410
H -1.039 0.982 1.012
H 2.674 1.144 0.978
H 2.949 0.401 2.658
H 3.560 -0.321 1.240
H 1.268 -2.830 2.102
H 1.790 -2.045 3.653
H 3.013 -2.308 2.445
H -1.747 1.737 -3.986
H -0.949 2.999 -3.147
H -0.097 1.544 -3.275
H -3.379 2.840 -1.496
H -3.431 1.262 -0.646
H -3.734 1.469 -2.496
H 0.855 -0.206 2.542
H 0.863 -2.017 -1.372
```

Summary:
* frontier orbital gap: 8.511 eV
* SMILES: CC(C)=NCC/[N+](=C/F)C(C)C
* lowest unoccupied orbital energy: -4.290 eV
* energy above the lowest of the compared OMol25 structures with the same formula, charge and spin: 29.5 kJ/mol
* total charge: +1

Löwdin population analysis, charges in e, atoms 1 to 2:
1 C 0.017
2 C -0.119

Entry 3:
A molecular structure, C9H18LiO9S in a non-equilibrium geometry, computed with ωB97M-V/def2-TZVPD.

XYZ file:
```
38
C9H18LiO9S ωB97M-V/def2-TZVPD
Li 4.460 32.186 10.181
S 5.708 34.859 11.019
O 6.224 35.050 12.369
O 4.678 33.850 11.011
O 5.275 36.184 10.504
O 6.754 34.486 10.114
C 7.356 31.285 9.096
O 6.366 32.142 9.590
H 7.094 30.330 9.373
H 8.314 31.699 9.738
H 7.564 31.158 7.982
H 6.660 33.022 9.933
C 3.719 30.457 7.847
O 3.253 30.596 9.176
H 3.055 29.671 7.460
H 4.761 30.024 7.913
H 3.803 31.375 7.233
H 2.340 30.884 8.888
C 6.015 30.669 12.567
O 4.705 31.001 12.046
H 6.362 29.802 12.303
H 6.122 30.737 13.622
H 6.763 31.319 12.057
H 4.088 30.466 12.558
C 0.784 31.409 10.899
C 0.099 30.737 9.818
C 0.090 31.352 8.592
C 0.754 32.638 8.418
C 1.436 33.088 9.500
C 1.433 32.680 10.847
O 2.151 33.207 11.864
O -0.685 30.710 7.615
H 0.556 30.925 11.770
H -0.468 30.019 10.014
H 0.831 33.159 7.517
H 1.947 34.006 9.336
H 2.976 33.491 11.603
H -0.752 29.683 7.639
```

Summary:
* frontier orbital gap: 5.466 eV
* lowest unoccupied orbital energy: 1.954 eV
* energy above the lowest of the compared OMol25 structures with the same formula, charge and spin: 0.0 kJ/mol
* total charge: -1

Löwdin population analysis, charges in e, atoms 1 to 2:
1 Li 0.653
2 S 0.170

Entry 4:
C9H18N2O3Si in the gas phase in a non-equilibrium geometry, computed with ωB97M-V/def2-TZVPD.

XYZ file:
```
33
C9H18N2O3Si ωB97M-V/def2-TZVPD
C -3.716 -0.513 -0.559
C -3.441 -1.593 0.188
C -1.708 -0.258 0.135
C -1.213 2.713 1.314
C 1.460 -0.026 -2.677
C 3.422 1.258 0.133
C 1.150 -3.291 0.628
C -0.366 1.921 0.363
C -0.394 0.415 0.572
N -2.671 0.337 -0.592
N -2.149 -1.450 0.572
O 1.245 -0.782 -1.496
O 2.696 0.158 0.591
O 0.953 -1.909 0.982
Si 1.301 -0.511 0.136
H -4.735 -0.235 -0.760
H -3.911 -2.505 0.475
H -2.349 2.533 1.455
H -1.294 3.823 1.115
H -0.899 2.884 2.391
H 0.559 0.059 -3.323
H 2.238 -0.483 -3.312
H 1.656 1.014 -2.312
H 3.512 1.200 -0.983
H 4.351 1.188 0.516
H 2.906 2.271 0.312
H 0.235 -3.792 0.638
H 1.841 -3.632 1.287
H 1.504 -3.319 -0.429
H 0.570 2.259 0.579
H -0.647 2.107 -0.747
H -0.513 0.291 1.721
H -1.593 -2.134 1.088
```

Summary:
* frontier orbital gap: 8.796 eV
* SMILES: CC[C@@H](c1ncc[nH]1)[Si](OC)(OC)OC
* lowest unoccupied orbital energy: 0.755 eV
* energy above the lowest of the compared OMol25 structures with the same formula, charge and spin: 110.8 kJ/mol

Löwdin population analysis, charges in e, atoms 1 to 2:
1 C -0.191
2 C -0.125

Entry 5:
C9H18N2O4 in the gas phase in a non-equilibrium geometry, computed with ωB97M-V/def2-TZVPD.

XYZ file:
```
33
C9H18N2O4 ωB97M-V/def2-TZVPD
C 0.817 0.386 -0.854
C -0.591 -0.196 -0.893
C 1.500 -0.228 0.330
C 2.972 0.296 0.459
C 3.577 -0.208 1.786
C 3.921 -0.223 -0.663
C -2.992 0.073 -0.449
C -3.853 1.125 0.257
C -3.184 -1.333 0.144
H 1.582 2.275 -0.997
H 0.102 2.078 -1.685
H 1.334 0.005 -1.734
H 0.980 -0.090 1.278
H 1.633 -1.339 0.164
H 2.972 1.402 0.486
H 3.132 0.350 2.597
H 3.445 -1.275 1.899
H 4.658 0.046 1.765
H 3.508 -0.018 -1.622
H 4.095 -1.296 -0.583
H 4.865 0.272 -0.618
H -1.378 1.408 0.193
H -3.399 0.047 -1.488
H -2.581 -1.484 1.027
H -2.779 -2.069 -0.626
H -4.385 -2.426 1.011
H -5.287 -0.010 -0.012
N 0.663 1.812 -0.879
N -1.594 0.548 -0.334
O -0.844 -1.263 -1.396
O -3.263 2.098 0.683
O -4.496 -1.665 0.442
O -5.133 0.902 0.314
```

Summary:
* frontier orbital gap: 10.053 eV
* SMILES: CC(C)C[C@H](N)C(=O)N[C@@H](CO)C(=O)O
* lowest unoccupied orbital energy: 0.511 eV
* energy above the lowest of the compared OMol25 structures with the same formula, charge and spin: 161.0 kJ/mol

Löwdin population analysis, charges in e, atoms 1 to 2:
1 C -0.359
2 C -0.462

Entry 6:
4 unconnected molecules or ions with the total composition C9H18N2O4 in a non-equilibrium geometry, computed with ωB97M-V/def2-TZVPD.

XYZ file:
```
33
C9H18N2O4 ωB97M-V/def2-TZVPD
C -0.652 -0.261 0.583
C 0.887 -0.759 0.533
C -1.386 -0.475 -0.669
C -2.854 -0.566 -0.786
C -3.639 0.759 -0.308
C -3.452 -1.646 0.198
C 2.932 0.169 -0.781
C 4.121 -0.840 -0.405
C 3.121 1.218 0.230
H -0.018 1.680 0.111
H -0.482 1.395 1.875
H -1.185 -0.678 1.489
H -1.149 0.239 -1.606
H -0.968 -1.556 -1.004
H -3.122 -0.805 -1.887
H -2.418 1.456 0.289
H -4.218 1.239 -1.639
H -4.878 0.508 0.718
H -2.767 -2.451 0.527
H -4.498 -2.187 -0.343
H -3.867 -0.803 1.124
H 0.789 -0.154 -1.348
H 3.140 0.541 -1.747
H 4.104 1.555 0.038
H 3.113 0.864 1.209
H 2.178 3.169 0.730
H 3.365 -1.264 1.337
N -0.687 1.206 0.867
N 1.532 -0.405 -0.645
O 1.602 -1.110 1.523
O 5.030 -0.921 -1.168
O 2.133 2.340 0.095
O 4.196 -1.460 0.861
```

Summary:
* frontier orbital gap: 9.201 eV
* lowest unoccupied orbital energy: 0.140 eV
* energy above the lowest of the compared OMol25 structures with the same formula, charge and spin: 1047.1 kJ/mol

Löwdin population analysis, charges in e, atoms 1 to 2:
1 C -0.321
2 C -0.318

Question: Which of these has the highest lowest unoccupied orbital energy?
Answer: C9H18F3O7Y

Question: Which of these has the highest frontier orbital gap?
Answer: number 5